A structure of composition C6H13IrO4 in a non-equilibrium geometry, computed with ωB97M-V with the def2-TZVPD basis set.

Output
HOMO energy (alpha / beta), eV: -6.8 / -8.7
ΔE to the lowest compared entry with this formula, charge and spin, kJ/mol: 88.9
LUMO level (alpha / beta), eV: -0.31 / -1.07
Orbital gap (alpha / beta), eV: 6.51 / 7.63
Multiplicity: 5

Cartesian coordinates (Å):
1 O 2.52 0.04 -1.24
2 C 1.96 0.93 -0.38
3 C 1.59 0.40 0.94
4 O 2.37 -0.71 1.30
5 C 1.98 -1.36 2.49
6 Ir 3.21 -1.61 -0.49
7 H 2.55 1.86 -0.27
8 H 1.61 1.15 1.75
9 H 2.69 -2.18 2.67
10 H 2.02 -0.66 3.34
11 H 0.97 -1.77 2.39
12 H 0.69 1.39 -0.83
13 H 0.17 0.39 0.85
14 O -0.88 1.61 -0.82
15 C -3.92 -1.48 1.09
16 O -3.11 -0.34 1.16
17 C -2.46 -0.05 -0.05
18 C -1.43 1.03 0.18
19 H -4.38 -1.65 2.07
20 H -4.71 -1.35 0.34
21 H -3.32 -2.37 0.82
22 H -3.18 0.29 -0.82
23 H -1.93 -0.94 -0.45
24 H -1.73 1.71 1.02



The molecule C6H13N in a non-equilibrium geometry, computed with ωB97M-V with the def2-TZVPD basis set.

Output
HOMO energy, eV: -7.7
ΔE to the lowest compared entry with this formula, charge and spin, kJ/mol: 203.7
LUMO level, eV: 1.08
Orbital gap, eV: 8.73
Multiplicity: 1

Cartesian coordinates (Å):
1 C -0.60 -0.68 2.20
2 C -1.23 -0.28 0.82
3 C -0.13 0.14 -0.35
4 C 0.30 1.46 -0.37
5 N -0.65 2.50 -0.01
6 C 0.74 -1.01 -0.81
7 C 1.33 -0.92 -2.25
8 H -1.41 -1.11 2.74
9 H 0.17 -1.44 2.10
10 H -0.09 0.07 2.87
11 H -1.74 -1.11 0.43
12 H -2.03 0.52 1.05
13 H 1.20 1.87 -0.99
14 H -0.21 3.39 0.38
15 H -1.50 2.36 0.64
16 H 1.46 -1.11 -0.06
17 H 0.22 -1.98 -0.58
18 H 2.42 -0.58 -2.24
19 H 0.70 -0.24 -2.89
20 H 1.05 -1.88 -2.69



The molecule C6H13N in a non-equilibrium geometry, computed with ωB97M-V with the def2-TZVPD basis set.

Output
HOMO energy, eV: -8.6
ΔE to the lowest compared entry with this formula, charge and spin, kJ/mol: 266.2
LUMO level, eV: 0.78
Orbital gap, eV: 9.38
Multiplicity: 1

Cartesian coordinates (Å):
1 C -0.84 1.84 -0.70
2 C -0.63 0.61 -0.05
3 C -0.06 0.25 1.30
4 C -1.08 0.30 2.42
5 C -0.48 -0.61 -1.04
6 C 0.84 -1.44 -0.99
7 N 2.08 -0.75 -1.25
8 H -1.79 1.95 -1.23
9 H -0.51 2.73 -0.27
10 H 0.43 -0.75 1.43
11 H 0.76 0.91 1.63
12 H -0.58 -0.09 3.33
13 H -2.04 -0.30 2.21
14 H -1.30 1.31 2.89
15 H -1.39 -1.28 -0.88
16 H -0.74 -0.37 -2.11
17 H 0.93 -1.83 -0.01
18 H 0.67 -2.38 -1.66
19 H 1.95 0.10 -1.79
20 H 2.60 -0.42 -0.45



A structure of composition C6H13N in a non-equilibrium geometry, computed with ωB97M-V with the def2-TZVPD basis set.

Output
HOMO energy, eV: -5.9
ΔE to the lowest compared entry with this formula, charge and spin, kJ/mol: 382.6
LUMO level, eV: 0.80
Orbital gap, eV: 6.67
Multiplicity: 1

Cartesian coordinates (Å):
1 C -0.73 -0.95 0.49
2 C -0.31 -0.28 -0.75
3 C 0.24 -1.72 1.34
4 C 0.83 -0.84 -1.58
5 N -0.77 0.87 1.17
6 C 0.13 1.16 -0.02
7 C -0.06 2.44 -0.59
8 H -1.77 -1.23 0.61
9 H -1.17 -0.05 -1.38
10 H -0.46 1.32 2.04
11 H -1.70 1.24 0.97
12 H 1.15 1.00 0.32
13 H -0.15 -1.88 2.35
14 H 0.42 -2.70 0.89
15 H 1.20 -1.22 1.42
16 H 1.70 -1.10 -0.96
17 H 0.54 -1.74 -2.13
18 H 1.15 -0.08 -2.30
19 H 0.79 3.03 -0.92
20 H -1.03 2.72 -0.98



A cluster of 3 separate species, C6H13N in total in a non-equilibrium geometry, computed with ωB97M-V with the def2-TZVPD basis set.

Output
HOMO energy, eV: -5.9
ΔE to the lowest compared entry with this formula, charge and spin, kJ/mol: 774.1
LUMO level, eV: -3.16
Orbital gap, eV: 2.78
Multiplicity: 1

Cartesian coordinates (Å):
1 C 1.47 1.54 0.25
2 N 2.36 1.06 -0.74
3 C -3.52 -1.31 0.28
4 C -2.97 -0.33 -0.52
5 C -2.73 1.01 -0.20
6 C 3.24 0.11 -0.40
7 C 3.05 -0.95 0.44
8 H 0.43 1.19 0.03
9 H 1.46 2.63 0.27
10 H 1.77 1.23 1.26
11 H -3.59 -1.25 1.36
12 H -3.53 -2.29 -0.18
13 H -2.70 -0.71 -1.49
14 H 0.04 -1.31 -0.22
15 H -2.63 1.73 -0.99
16 H -3.00 1.32 0.81
17 H 4.20 0.22 -0.91
18 H 3.77 -1.75 0.43
19 H 0.68 -1.24 -0.58
20 H 2.18 -0.91 1.08



The molecule C6H13N in a non-equilibrium geometry, computed with ωB97M-V with the def2-TZVPD basis set.

Output
HOMO energy, eV: -7.4
ΔE to the lowest compared entry with this formula, charge and spin, kJ/mol: 58.5
LUMO level, eV: 1.05
Orbital gap, eV: 8.44
Multiplicity: 1

Cartesian coordinates (Å):
1 C 1.47 0.38 -1.85
2 C -0.02 0.09 -1.55
3 C -0.27 -0.40 -0.16
4 C -0.13 -1.86 0.19
5 C -0.56 0.49 0.85
6 C -0.71 0.03 2.28
7 N -0.52 1.87 0.67
8 H 2.17 0.36 -1.02
9 H 1.67 1.34 -2.35
10 H 1.75 -0.31 -2.65
11 H -0.65 0.95 -1.81
12 H -0.37 -0.59 -2.33
13 H 0.89 -2.13 0.48
14 H -0.77 -2.02 1.05
15 H -0.47 -2.45 -0.67
16 H -0.60 0.86 2.97
17 H -1.57 -0.60 2.46
18 H 0.16 -0.60 2.51
19 H -0.25 2.16 -0.23
20 H -1.20 2.41 1.17



The molecule C6H13N in a non-equilibrium geometry, computed with ωB97M-V with the def2-TZVPD basis set.

Output
HOMO energy, eV: -8.0
ΔE to the lowest compared entry with this formula, charge and spin, kJ/mol: 161.3
LUMO level, eV: 1.16
Orbital gap, eV: 9.14
Multiplicity: 1

Cartesian coordinates (Å):
1 C -1.32 0.70 1.53
2 C -0.42 -0.13 0.58
3 C -1.21 -1.02 -0.46
4 C -0.14 -1.40 -1.46
5 C 0.72 -0.06 -1.60
6 N 0.50 0.62 -0.18
7 C 1.68 1.17 0.56
8 H -2.16 1.42 1.21
9 H -0.70 1.33 2.32
10 H -1.92 0.05 2.13
11 H 0.10 -0.76 1.22
12 H -2.01 -0.35 -1.02
13 H -1.69 -1.85 0.23
14 H 0.46 -2.08 -0.86
15 H -0.24 -1.92 -2.38
16 H 0.41 0.67 -2.33
17 H 1.76 -0.34 -1.69
18 H 2.31 1.86 -0.08
19 H 2.43 0.34 0.80
20 H 1.43 1.75 1.48



The molecule C6H13N in a non-equilibrium geometry, computed with ωB97M-V with the def2-TZVPD basis set.

Output
HOMO energy, eV: -9.0
ΔE to the lowest compared entry with this formula, charge and spin, kJ/mol: 127.2
LUMO level, eV: 1.15
Orbital gap, eV: 10.10
Multiplicity: 1

Cartesian coordinates (Å):
1 C 1.87 1.54 -1.42
2 C 1.11 0.25 -1.62
3 N -0.13 0.02 -1.66
4 C -1.11 0.81 -0.98
5 C -1.27 -0.23 0.24
6 C -0.12 -0.62 1.20
7 C -0.57 -1.68 2.23
8 H 2.22 1.85 -2.41
9 H 1.28 2.35 -0.99
10 H 2.76 1.38 -0.81
11 H 1.71 -0.63 -1.83
12 H -0.88 1.91 -0.97
13 H -2.10 0.77 -1.45
14 H -2.13 0.08 0.83
15 H -1.55 -1.18 -0.26
16 H 0.23 0.27 1.74
17 H 0.76 -1.02 0.67
18 H -0.85 -2.63 1.74
19 H -1.44 -1.34 2.80
20 H 0.22 -1.92 2.95



The molecule C6H13N in a non-equilibrium geometry, computed with ωB97M-V with the def2-TZVPD basis set.

Output
HOMO energy, eV: -9.0
ΔE to the lowest compared entry with this formula, charge and spin, kJ/mol: 345.0
LUMO level, eV: 1.10
Orbital gap, eV: 10.10
Multiplicity: 1

Cartesian coordinates (Å):
1 C -2.96 -0.22 -0.12
2 C -2.16 0.92 -0.28
3 C -0.68 0.72 -1.10
4 C 0.10 -0.44 -0.56
5 C 1.06 -0.17 0.74
6 C 2.26 -1.14 0.72
7 N 1.59 1.17 0.81
8 H -3.98 -0.09 0.42
9 H -2.92 -1.18 -0.68
10 H -2.05 1.80 0.33
11 H -0.39 1.77 -1.23
12 H -1.17 0.56 -2.09
13 H -0.72 -0.88 -0.03
14 H 0.65 -0.95 -1.21
15 H 0.39 -0.33 1.52
16 H 2.65 -1.26 1.73
17 H 3.05 -0.78 -0.01
18 H 1.76 -2.18 0.48
19 H 2.62 1.07 0.45
20 H 0.90 1.60 0.11



A structure of composition C6H13N, computed with ωB97M-V with the def2-TZVPD basis set.

Output
HOMO energy, eV: -7.4
ΔE to the lowest compared entry with this formula, charge and spin, kJ/mol: 546.0
LUMO level, eV: 1.00
Orbital gap, eV: 8.42
Multiplicity: 1

Cartesian coordinates (Å):
1 C -1.92 -1.96 -0.18
2 C -1.28 -0.57 -0.14
3 C 0.19 -0.63 -0.54
4 N 0.91 0.66 -0.45
5 C 2.30 0.58 -0.04
6 C 1.55 0.96 1.17
7 C 0.13 2.11 0.28
8 H -1.42 -2.65 0.52
9 H -1.86 -2.40 -1.19
10 H -2.98 -1.92 0.10
11 H -1.83 0.11 -0.80
12 H -1.36 -0.16 0.88
13 H 0.26 -0.96 -1.59
14 H 0.70 -1.39 0.08
15 H 2.96 1.31 -0.52
16 H 2.67 -0.44 -0.13
17 H 1.17 0.06 1.70
18 H -0.30 2.28 1.28
19 H 0.79 2.94 0.01
20 H -0.70 2.06 -0.44



Repeat the fourth record exactly.
A structure of composition C6H13N in a non-equilibrium geometry, computed with ωB97M-V with the def2-TZVPD basis set.

Output
HOMO energy, eV: -5.9
ΔE to the lowest compared entry with this formula, charge and spin, kJ/mol: 382.6
LUMO level, eV: 0.80
Orbital gap, eV: 6.67
Multiplicity: 1

Cartesian coordinates (Å):
1 C -0.73 -0.95 0.49
2 C -0.31 -0.28 -0.75
3 C 0.24 -1.72 1.34
4 C 0.83 -0.84 -1.58
5 N -0.77 0.87 1.17
6 C 0.13 1.16 -0.02
7 C -0.06 2.44 -0.59
8 H -1.77 -1.23 0.61
9 H -1.17 -0.05 -1.38
10 H -0.46 1.32 2.04
11 H -1.70 1.24 0.97
12 H 1.15 1.00 0.32
13 H -0.15 -1.88 2.35
14 H 0.42 -2.70 0.89
15 H 1.20 -1.22 1.42
16 H 1.70 -1.10 -0.96
17 H 0.54 -1.74 -2.13
18 H 1.15 -0.08 -2.30
19 H 0.79 3.03 -0.92
20 H -1.03 2.72 -0.98



- The lowest ΔE to the lowest compared entry with this formula, charge and spin belongs to which entry?
  number 6